[1]
106
Properties=species:S:1:pos:R:3:forces:R:3:lowdin_charge:R:1 method="wB97M-V/def2-TZVPD" lumo_energy_ev=-3.82 total_charge=+1 multiplicity=1 homo_lumo_gap_ev=7.28 homo_ev=-11.11 max_force_ev_per_a=4.67
C 1.74413 2.44222 -2.87162 -0.39 0.47 0.79 -0.080
C 0.92364 1.77058 -1.73626 -0.33 -0.89 -0.22 -0.237
C 1.34940 0.29854 -1.45339 -0.32 1.34 0.21 -0.146
C 0.77756 -0.20535 -0.09186 2.36 -0.91 -0.77 -0.264
C 1.61987 -1.47948 0.27518 -0.64 -0.22 -1.03 -0.016
N -0.64707 -0.60285 -0.16121 0.32 0.70 0.63 0.107
C -1.05476 -1.46152 -1.29554 0.54 0.04 0.48 0.040
C -1.69805 -0.70028 -2.45309 -0.27 0.79 2.89 -0.457
O -1.51813 -1.03066 -3.52631 0.68 -1.59 -4.34 0.243
F -2.46358 0.38526 -2.23795 0.09 -0.03 1.16 0.128
C -1.49466 -0.26395 0.74542 -1.98 -0.46 -0.51 -0.224
N -2.82135 -0.71757 0.59759 0.60 0.92 0.70 0.075
C -3.77374 0.42482 0.46585 -1.50 0.29 -0.63 -0.142
C -5.04606 -0.11510 -0.29150 0.25 0.18 1.16 -0.149
C -6.28798 -0.30581 0.63735 -0.16 0.04 -1.12 -0.147
C -7.57314 -0.09262 -0.23662 1.16 -0.43 0.08 -0.176
O -8.48765 -1.19506 -0.02955 -0.44 1.17 0.82 -0.068
C -9.73762 -0.65486 0.27629 1.48 -1.57 1.66 -0.350
O -10.40876 -0.15513 -0.52296 -1.77 1.36 -1.95 0.151
B -3.19681 -1.62324 1.73060 0.05 -1.54 0.88 -0.650
N -3.91454 -1.20971 2.92899 0.29 0.53 -0.74 0.190
O -2.76483 -2.95598 1.62751 -0.66 0.78 -0.56 0.136
N -1.21791 0.55152 1.89435 2.17 -1.51 -1.66 0.020
C -1.14743 1.96086 1.67207 -1.56 1.25 0.23 -0.706
F -1.25008 2.26485 0.37825 0.24 -0.44 -0.58 0.172
F -0.07389 2.55274 2.13897 0.77 -0.29 0.31 0.172
F -2.18863 2.55044 2.25032 -0.32 0.05 0.41 0.177
P -0.19184 -0.11207 3.11585 -0.06 -0.57 4.08 0.226
O -0.24003 -1.72593 2.90373 0.16 1.33 -1.40 -0.186
O 1.34512 0.31448 3.03364 -1.39 -0.35 -0.69 -0.196
S -0.98518 0.25936 4.84295 0.22 0.35 -0.56 0.371
H 1.07628 3.05879 -3.49133 0.34 -0.34 -0.02 0.074
H 2.43806 3.15025 -2.38971 0.03 -0.36 -0.42 0.074
H 2.30833 1.72582 -3.48394 -0.27 0.22 0.15 0.079
H 1.01260 2.32793 -0.78944 0.04 -0.01 -0.41 0.093
H -0.15712 1.74654 -1.97623 0.40 0.27 0.00 0.093
H 2.45009 0.30426 -1.37889 -0.40 -0.36 0.17 0.139
H 1.10105 -0.35789 -2.29996 0.18 0.10 0.31 0.106
H 0.99108 0.58751 0.63388 -0.78 -0.25 -0.02 0.121
H 2.59355 -1.21297 0.70040 -0.44 0.02 0.14 0.104
H 1.82360 -1.95977 -0.69668 0.19 -0.03 0.41 0.052
H 1.05603 -2.21015 0.87082 0.36 0.43 0.21 0.078
H -1.65375 -2.31240 -0.95330 -0.13 0.55 -0.07 0.150
H -0.12579 -1.89596 -1.69410 -0.36 0.26 -0.03 0.132
H -3.39600 1.25358 -0.14429 0.47 -0.53 0.19 0.111
H -4.07878 0.85772 1.43285 0.33 -0.40 -0.16 0.115
H -5.29191 0.60531 -1.08389 0.08 -0.32 0.16 0.112
H -4.79903 -1.09331 -0.73729 -0.09 0.52 -0.17 0.121
H -6.24700 0.39566 1.48285 -0.11 -0.26 -0.23 0.115
H -6.33523 -1.33904 1.01642 0.05 0.39 0.01 0.111
H -7.28682 -0.09146 -1.30091 -0.22 0.00 0.35 0.123
H -8.00795 0.89159 -0.00830 -0.17 -0.42 -0.08 0.130
H -10.02765 -0.73535 1.34318 0.29 -0.28 -0.20 0.154
H -4.86428 -1.57031 2.95190 0.15 0.03 0.28 0.083
H -3.40614 -1.47381 3.77160 -0.29 -0.07 -0.05 0.071
H -3.15592 -3.32812 0.82040 0.62 -0.15 0.06 0.109
H 0.34948 -2.10088 3.58214 -0.23 -0.04 -0.12 0.105
H 1.52546 0.84373 3.86675 0.56 0.26 -0.01 0.020
C 3.70040 6.30507 4.01604 0.03 0.02 0.04 -0.004
C 3.91137 6.26292 2.52167 0.21 0.12 -0.24 -0.551
O 4.86984 6.79108 1.98704 -0.03 -0.04 0.10 0.041
N 2.98216 5.60449 1.77193 0.07 0.05 0.36 0.006
C 1.78733 4.92017 2.22549 0.21 0.11 -0.58 -0.083
H 4.51558 6.85921 4.47339 0.02 0.00 -0.13 0.086
H 2.76190 6.80892 4.25204 -0.03 -0.13 0.09 0.088
H 3.69396 5.29315 4.42572 -0.16 0.04 0.05 0.061
H 3.18388 5.61545 0.78408 -0.02 0.02 0.03 0.138
H 1.84705 3.87482 1.92125 -0.12 -0.03 0.16 0.063
H 0.91876 5.38011 1.74852 -0.16 -0.13 0.16 0.087
H 1.67286 4.97289 3.30362 0.06 0.01 -0.03 0.078
C 1.40398 -4.33563 -3.61511 -0.06 -0.03 0.73 -0.022
C 2.54131 -3.67476 -2.88602 0.03 0.06 -0.04 -0.529
O 2.60903 -2.45265 -2.74498 -0.19 0.02 0.12 -0.009
N 3.51198 -4.46863 -2.37727 -0.30 0.14 -0.07 0.015
C 3.60971 -5.91561 -2.44084 0.35 0.23 0.20 -0.065
H 0.71194 -3.57564 -3.96453 0.11 0.02 -0.05 0.074
H 1.77728 -4.88022 -4.47195 -0.10 -0.13 0.07 0.061
H 0.86965 -5.01191 -2.94110 0.07 -0.08 -0.02 0.090
H 4.24250 -3.95911 -1.90332 0.03 -0.06 -0.05 0.141
H 3.63596 -6.31263 -1.42473 -0.03 -0.18 -0.08 0.084
H 4.53686 -6.18451 -2.94850 -0.08 -0.19 -0.02 0.088
H 2.77174 -6.35247 -2.97367 0.00 0.10 -0.01 0.077
C 4.41324 2.49826 5.61994 -0.09 0.02 -0.17 0.004
C 3.04661 1.96173 5.95521 -0.01 -0.11 0.22 -0.500
O 2.19971 1.74167 5.08695 -0.09 -0.06 -0.33 -0.021
N 2.75998 1.72335 7.24697 0.11 0.08 -0.38 0.030
C 3.61333 1.91715 8.40665 -0.40 -0.13 0.10 -0.053
H 4.48850 2.63724 4.54423 -0.08 -0.04 0.03 0.086
H 4.57044 3.46161 6.10651 0.13 -0.07 0.07 0.087
H 5.18267 1.79200 5.93317 0.05 0.12 0.08 0.093
H 1.82648 1.36597 7.39284 0.03 0.01 0.05 0.149
H 3.73697 0.96071 8.91540 0.13 0.08 0.08 0.090
H 3.12871 2.61868 9.08626 0.16 0.01 0.08 0.091
H 4.58864 2.30346 8.13040 -0.05 -0.01 -0.07 0.078
C 2.40055 -2.40979 -7.71738 0.06 -0.03 0.07 -0.002
C 1.29846 -3.28733 -7.18133 -0.05 -0.19 0.09 -0.520
O 1.48937 -4.09023 -6.27470 0.02 0.21 -0.72 -0.002
N 0.06760 -3.16470 -7.73639 0.33 0.11 0.06 0.012
C -0.34933 -2.27855 -8.80787 -0.33 -0.31 0.21 -0.070
H 3.31888 -2.62204 -7.17645 -0.09 -0.07 0.04 0.085
H 2.56536 -2.61454 -8.77593 -0.02 0.15 -0.02 0.088
H 2.14894 -1.35788 -7.57532 0.03 0.01 -0.15 0.087
H -0.61949 -3.78130 -7.33036 0.00 0.02 -0.06 0.142
H -1.14787 -1.63182 -8.44078 0.03 0.12 -0.17 0.084
H -0.73371 -2.87931 -9.63342 0.02 0.17 -0.12 0.086
H 0.47070 -1.66463 -9.16537 0.02 -0.05 0.06 0.074

---

[2]
29
Properties=species:S:1:pos:R:3:forces:R:3:lowdin_charge:R:1 method="wB97M-V/def2-TZVPD" lumo_energy_ev=0.75 multiplicity=1 homo_lumo_gap_ev=9.58 smiles="CCOP(=O)(OCC)SO.C=NC" homo_ev=-8.83 max_force_ev_per_a=4.14
C -0.29732 -3.53245 0.63028 1.06 0.85 -1.38 -0.110
C -1.53108 -2.91915 -0.04441 -0.08 -0.34 2.20 -0.337
O -1.24630 -1.73878 -0.68679 1.15 2.96 -0.69 -0.250
P -0.70285 -0.39357 0.04875 -1.65 0.54 -1.56 0.341
O -1.04283 0.84525 -0.73430 1.00 -1.55 0.68 -0.314
O -1.52194 -0.37762 1.40957 1.90 -1.02 0.75 -0.254
C -2.33449 0.71122 1.80526 -2.83 -0.67 -0.68 -0.293
C -1.76195 1.84540 2.57135 -1.76 -0.30 3.74 -0.082
S 1.32008 -0.79962 0.35991 -0.60 0.14 0.02 0.740
O 1.74270 0.74685 0.58832 0.14 0.95 -1.18 -0.603
H -0.02468 -2.97751 1.55343 -0.48 -0.46 -0.39 0.052
H -0.58730 -4.58097 0.87085 1.08 0.53 -0.32 0.086
H 0.61062 -3.26449 -0.10370 -1.73 -1.68 1.44 0.088
H -2.20491 -2.66021 0.78953 -0.48 -0.58 -0.48 0.114
H -1.98893 -3.51140 -0.82075 -0.16 -0.66 0.19 0.120
H -2.68912 1.06284 0.80593 -0.65 0.10 1.18 0.113
H -3.11340 0.16468 2.47494 0.82 1.27 -1.51 0.152
H -2.39362 2.74010 2.58980 -0.41 -0.33 -0.63 0.082
H -1.77205 1.61560 3.70972 0.69 0.10 -1.80 0.110
H -0.85332 2.19034 2.24949 2.55 0.49 -0.76 0.040
H 1.78455 1.15537 -0.41809 0.71 -0.56 1.54 0.005
C 1.31093 1.53748 -2.68003 -1.30 -0.02 2.92 0.030
N 2.27253 1.44683 -1.85325 -2.80 0.67 -0.19 -0.138
C 3.59542 1.75773 -2.19165 1.93 1.52 -1.70 -0.140
H 0.24928 1.48797 -2.32841 1.09 -0.58 0.09 0.077
H 1.37632 1.79411 -3.67032 0.96 0.64 -2.65 0.052
H 3.71095 2.15566 -3.29191 -0.21 -1.24 1.59 0.105
H 3.96153 2.70736 -1.62706 -0.43 -2.15 -0.27 0.116
H 4.13117 0.79099 -2.00646 0.46 1.38 -0.15 0.099

---

[3]
31
Properties=species:S:1:pos:R:3:forces:R:3:lowdin_charge:R:1 method="wB97M-V/def2-TZVPD" lumo_energy_ev=-3.55 total_charge=+1 multiplicity=1 homo_lumo_gap_ev=10.08 homo_ev=-13.63 max_force_ev_per_a=4.65
C 0.07396 -0.26988 -3.29841 1.57 1.28 0.18 -0.053
C -0.10566 -0.18758 -1.81206 -0.09 1.52 -0.41 -0.200
N -0.61307 -1.43241 -1.24658 1.86 -0.65 0.61 0.100
C -0.21685 -2.13082 -0.19870 -2.21 0.14 0.48 -0.050
N 0.22025 -1.59306 0.92670 0.04 -4.28 1.81 0.117
C 0.83174 -0.36303 1.15935 0.77 1.78 -0.43 -0.146
C 0.01397 0.86872 0.99199 -2.06 0.49 0.13 -0.478
O 0.32292 2.00102 0.76806 1.76 0.16 -0.03 0.144
O -1.28249 0.55365 1.11638 -0.68 -0.71 0.45 -0.027
C -2.27896 1.64843 1.13934 -0.48 -2.68 -0.16 -0.163
C -3.20850 1.41744 -0.04383 -1.49 0.44 -0.81 -0.061
C 2.10715 -0.26960 1.47436 -0.41 0.28 1.13 -0.160
C 3.19279 0.61582 1.94310 0.29 -0.09 -2.21 -0.018
C 3.34976 -0.90000 1.81967 1.07 -2.36 0.49 -0.078
H -0.63650 -0.85203 -3.72577 -2.30 -2.17 -1.25 0.044
H 1.02224 -0.57700 -3.71085 0.47 -0.15 0.32 0.091
H -0.17243 0.69350 -3.70368 0.30 0.70 -0.19 0.093
H 0.77634 0.31961 -1.37968 -0.41 -1.09 0.43 0.144
H -0.89929 0.53610 -1.72044 -0.29 0.28 0.52 0.092
H -1.27216 -1.91030 -1.81450 -0.20 -0.48 -0.85 0.149
H -0.55640 -3.21588 -0.16736 0.48 1.60 0.13 0.189
H 0.16574 -2.30942 1.74867 0.55 1.89 -1.94 0.228
H -2.79008 1.51899 2.08891 -0.12 0.01 0.02 0.128
H -1.73745 2.52469 1.17032 0.85 2.03 -0.35 0.085
H -2.63236 0.96806 -0.92301 -0.85 1.10 1.07 0.065
H -4.00141 0.62618 0.21813 1.09 1.32 -0.35 0.097
H -3.76166 2.43813 -0.32290 1.23 -2.40 0.38 0.129
H 3.04185 1.06287 2.90785 0.17 0.24 0.16 0.118
H 3.67044 1.20381 1.09015 -0.54 -0.57 1.67 0.151
H 3.80284 -1.25469 0.89592 0.51 0.31 0.02 0.114
H 3.57327 -1.73133 2.60886 -0.87 2.08 -1.00 0.159

---

[4]
14
Properties=species:S:1:pos:R:3:forces:R:3:lowdin_charge:R:1 method="wB97M-V/def2-TZVPD" lumo_energy_ev=0.21 multiplicity=1 homo_lumo_gap_ev=9.47 homo_ev=-9.26 max_force_ev_per_a=6.09
C -0.45498 -0.78557 0.41080 0.58 -5.91 -0.53 -0.433
C -0.04649 0.03415 -0.75624 -1.72 1.52 2.69 -0.185
C 1.37183 0.13652 -0.56342 1.34 -2.92 0.20 -0.126
C 0.08921 0.27921 1.33243 1.01 0.21 0.11 -0.117
C -0.56665 1.18245 0.30298 2.73 -2.75 -2.45 -0.291
H -1.90377 -0.61452 -0.90103 -1.04 -1.95 5.68 0.297
H 0.05829 -1.86641 0.21855 -0.48 2.24 1.62 0.210
H -0.57285 -0.27714 -1.62805 0.19 0.24 -1.31 0.139
H 1.85842 -0.76337 -1.04199 0.07 0.45 1.40 0.148
H 1.69762 0.90335 -1.14705 1.76 2.88 -0.70 0.094
H 0.02833 0.44722 2.39612 -0.24 -0.44 0.18 0.164
O -1.82179 -1.00889 0.38196 -1.16 2.19 -5.51 -0.062
O 1.48711 0.24882 0.93828 -0.44 0.47 -1.90 -0.043
O -1.22428 2.08418 0.05667 -2.61 3.77 0.52 0.205

---

Look up the multiplicity of the first one.
1

---

Which value of multiplicity does entry 3 give?
1